1.
The following is a DFT calculation (ωB97M-V with the def2-TZVPD basis set) of C7H8N4 in the gas phase.

Values from the calculation:
LUMO: 0.03398 hartree
HOMO-LUMO gap: 8.49 eV
energy relative to the best compared isomer or geometry (same formula, charge and spin): 1.507 eV
multiplicity: 1
HOMO level: -7.56 eV

Element x y z (Å)
N1 -2.46 1.16 0.05
C1 -1.13 0.67 -0.04
C2 -0.03 1.49 -0.07
C3 1.25 0.79 -0.18
C4 2.63 1.13 -0.11
N2 3.38 0.04 0.09
N3 2.56 -1.05 0.02
C5 1.31 -0.65 -0.05
C6 0.17 -1.43 0.00
C7 -1.05 -0.76 -0.09
N4 -2.27 -1.27 -0.04
H1 -2.71 0.89 1.09
H2 -2.36 2.20 -0.01
H3 -0.16 2.54 0.08
H4 3.18 2.08 -0.21
H5 2.90 -2.08 0.38
H6 0.07 -2.58 0.01
H7 -2.91 -0.88 -0.65
H8 -2.37 -2.29 -0.28



2.
The following is a DFT calculation (ωB97M-V with the def2-TZVPD basis set) of a molecular structure, C27H31BrGeMgN7O2.

Values from the calculation:
LUMO (alpha / beta): 0.09191 / 0.09205 hartree
HOMO-LUMO gap (alpha / beta): 4.70 / 5.20 eV
charge: -1
energy relative to the best compared isomer or geometry (same formula, charge and spin): 0.121 eV
multiplicity: 1
HOMO level (alpha / beta): -2.20 / -2.69 eV

Element x y z (Å)
Mg1 -0.19 -0.51 0.16
O1 -3.82 0.22 -2.09
C1 -3.95 -1.03 -2.56
C2 -4.81 -1.25 -3.64
C3 -4.96 -2.51 -4.18
C4 -4.24 -3.58 -3.65
C5 -3.39 -3.37 -2.58
C6 -3.23 -2.11 -2.02
C7 -2.26 -1.89 -0.90
O2 -2.12 -0.65 -0.48
N1 -1.57 -2.90 -0.47
N2 -0.60 -2.48 0.44
C8 -0.06 -3.41 1.20
C9 0.82 -3.00 2.21
C10 1.46 -3.93 3.08
C11 2.27 -3.48 4.08
C12 2.45 -2.09 4.25
C13 1.80 -1.25 3.36
N3 1.02 -1.65 2.36
H1 -3.13 0.15 -1.36
H2 -5.35 -0.40 -4.03
H3 -5.63 -2.66 -5.01
H4 -4.35 -4.58 -4.07
H5 -2.82 -4.18 -2.16
H6 -0.35 -4.46 1.07
H7 1.29 -4.99 2.93
H8 2.76 -4.18 4.75
H9 3.07 -1.68 5.04
H10 1.91 -0.18 3.47
C14 1.65 3.75 4.99
C15 1.95 2.93 3.76
C16 3.28 2.69 3.37
C17 3.49 1.86 2.24
C18 2.43 1.41 1.53
Br1 2.73 0.18 0.10
N4 1.12 1.72 1.83
C19 0.92 2.44 3.01
H11 2.39 3.56 5.76
H12 0.67 3.50 5.40
H13 1.66 4.81 4.76
H14 4.11 3.08 3.94
H15 4.48 1.53 1.96
H16 -0.11 2.57 3.29
N5 2.26 -3.39 -3.84
C20 1.37 -2.38 -3.55
C21 1.20 -1.92 -2.23
N6 0.37 -0.94 -1.96
C22 -0.34 -0.41 -2.96
C23 -0.16 -0.86 -4.25
N7 0.69 -1.84 -4.55
H17 2.45 -4.04 -3.10
H18 2.09 -3.83 -4.73
H19 1.73 -2.38 -1.40
H20 -1.07 0.35 -2.71
H21 -0.73 -0.43 -5.06
C24 -1.26 4.53 0.74
Ge1 -0.11 3.20 -0.17
C25 1.67 4.03 -0.34
C26 -0.82 3.06 -1.99
C27 -0.01 1.55 0.88
H22 -1.33 5.45 0.16
H23 -0.84 4.77 1.72
H24 -2.26 4.13 0.88
H25 1.56 4.99 -0.84
H26 2.34 3.40 -0.93
H27 2.13 4.19 0.64
H28 -0.89 4.08 -2.39
H29 -1.81 2.61 -2.03
H30 -0.15 2.50 -2.64
H31 -0.90 1.58 1.51



3.
The following is a DFT calculation (ωB97M-V with the def2-TZVPD basis set) of C6H6O in the gas phase.

Values from the calculation:
LUMO: 0.02677 hartree
HOMO-LUMO gap: 10.82 eV
energy relative to the best compared isomer or geometry (same formula, charge and spin): 4.414 eV
multiplicity: 1
HOMO level: -10.09 eV

Element x y z (Å)
C1 1.47 -0.18 2.36
C2 1.27 0.18 1.22
C3 0.92 0.64 -0.12
C4 -0.55 0.37 -0.45
O1 -1.45 0.71 0.57
C5 -0.82 -0.97 -1.02
C6 -1.29 -1.53 -1.98
H1 1.66 -0.49 3.36
H2 1.07 1.72 -0.19
H3 1.54 0.16 -0.88
H4 -0.80 1.02 -1.29
H5 -1.26 0.13 1.32
H6 -1.76 -1.78 -2.89



4.
The following is a DFT calculation (ωB97M-V with the def2-TZVPD basis set) of a molecular structure, C8H28AlBClF4MgNO6P2.

Values from the calculation:
LUMO: -0.20183 hartree
HOMO-LUMO gap: 1.23 eV
energy relative to the best compared isomer or geometry (same formula, charge and spin): 1.757 eV
multiplicity: 1
HOMO level: -6.72 eV

Element x y z (Å)
O1 2.39 3.27 -3.07
P1 0.97 2.74 -2.63
Al1 -0.71 4.37 -2.93
P2 -2.66 3.13 -3.43
O2 -3.22 3.45 -4.87
O3 -2.31 1.41 -3.17
O4 -3.79 3.55 -2.12
H1 0.87 2.31 -1.26
H2 0.60 1.58 -3.46
H3 -0.90 5.28 -1.61
H4 -0.39 5.35 -4.13
H5 -1.69 1.36 -2.36
H6 -3.23 3.47 -1.29
Mg1 -1.29 5.67 -5.70
B1 -2.79 5.26 1.01
F1 -3.90 4.97 1.89
F2 -2.10 4.03 0.67
F3 -3.29 5.88 -0.21
F4 -1.87 6.17 1.67
C1 -4.07 -0.33 0.94
C2 -2.96 -0.81 0.03
C3 -2.01 -1.75 0.76
O5 -2.23 0.31 -0.46
H7 -3.67 0.23 1.80
H8 -4.74 0.36 0.41
H9 -4.66 -1.17 1.32
H10 -3.39 -1.32 -0.84
H11 -1.53 -1.25 1.60
H12 -1.21 -2.08 0.09
H13 -2.54 -2.64 1.13
H14 -1.84 0.77 0.30
Cl1 -2.24 -4.42 1.57
C4 2.65 -1.35 1.03
N1 3.61 -2.54 1.07
C5 5.04 -2.00 1.12
C6 3.45 -3.37 -0.19
C7 3.39 -3.39 2.35
C8 2.01 -4.06 2.46
O6 0.97 -3.09 2.46
H15 3.02 -0.65 0.27
H16 1.66 -1.70 0.73
H17 2.64 -0.87 2.01
H18 5.21 -1.39 0.22
H19 5.74 -2.84 1.15
H20 5.15 -1.38 2.02
H21 2.41 -3.71 -0.26
H22 4.13 -4.23 -0.13
H23 3.69 -2.74 -1.05
H24 3.55 -2.72 3.20
H25 4.17 -4.16 2.36
H26 1.95 -4.62 3.39
H27 1.84 -4.76 1.63
H28 0.12 -3.56 2.49



5.
The following is a DFT calculation (ωB97M-V with the def2-TZVPD basis set) of C14H15N5OS2 in the gas phase.

Values from the calculation:
LUMO: 0.02149 hartree
HOMO-LUMO gap: 9.14 eV
energy relative to the best compared isomer or geometry (same formula, charge and spin): 1.242 eV
multiplicity: 1
HOMO level: -8.55 eV

Element x y z (Å)
C1 -3.31 -3.27 -1.02
O1 -2.30 -2.37 -0.64
C2 -2.64 -1.11 -0.29
C3 -3.93 -0.58 -0.32
C4 -4.15 0.74 0.04
C5 -3.11 1.57 0.44
C6 -3.35 3.00 0.81
C7 -1.83 1.04 0.48
C8 -1.60 -0.27 0.13
N1 -0.29 -0.79 0.18
N2 0.07 -1.84 0.92
N3 1.30 -2.04 0.74
N4 1.81 -1.18 -0.13
C9 0.83 -0.38 -0.47
S1 0.80 0.92 -1.62
C10 2.42 1.78 -1.31
C11 3.48 0.87 -0.83
C12 4.23 0.02 -1.59
S2 5.28 -0.90 -0.59
C13 4.63 -0.05 0.80
C14 5.09 -0.38 2.17
N5 3.74 0.82 0.51
H1 -2.80 -4.21 -1.22
H2 -3.83 -2.93 -1.92
H3 -4.03 -3.42 -0.21
H4 -4.76 -1.19 -0.63
H5 -5.16 1.12 0.00
H6 -2.90 3.66 0.07
H7 -4.42 3.22 0.86
H8 -2.90 3.23 1.77
H9 -1.00 1.66 0.80
H10 2.22 2.55 -0.56
H11 2.66 2.23 -2.27
H12 4.20 -0.12 -2.65
H13 6.16 -0.52 2.20
H14 4.80 0.42 2.85
H15 4.61 -1.30 2.50



6.
The following is a DFT calculation (ωB97M-V with the def2-TZVPD basis set) of 3 unconnected molecules or ions with the total composition C3H13NO2S.

Values from the calculation:
LUMO: 0.00872 hartree
HOMO-LUMO gap: 9.25 eV
energy relative to the best compared isomer or geometry (same formula, charge and spin): 0.547 eV
multiplicity: 1
HOMO level: -9.01 eV

Element x y z (Å)
N1 0.51 -1.80 0.74
C1 0.14 -0.48 0.21
C2 1.20 -0.03 -0.77
C3 0.89 1.26 -1.47
S1 2.15 1.77 -2.67
H1 -0.17 -2.13 1.42
H2 1.36 -1.72 1.27
H3 -0.83 -0.55 -0.27
H4 0.01 0.34 0.96
H5 2.14 0.09 -0.22
H6 1.39 -0.83 -1.47
H7 0.70 2.09 -0.80
H8 0.01 1.19 -2.11
H9 3.16 1.97 -1.81
O1 -3.75 0.53 1.29
H10 -2.92 0.80 1.70
H11 -4.40 0.54 2.01
O2 -2.42 -2.59 3.89
H12 -1.83 -2.88 4.59
H13 -2.16 -1.67 3.72



7.
The following is a DFT calculation (ωB97M-V with the def2-TZVPD basis set) of a molecular structure, C32H29I2N7OSSe4Tl.

Values from the calculation:
LUMO: 0.05962 hartree
HOMO-LUMO gap: 6.30 eV
charge: -1
energy relative to the best compared isomer or geometry (same formula, charge and spin): 0.000 eV
multiplicity: 1
HOMO level: -4.68 eV

Element x y z (Å)
Tl1 10.62 16.33 11.74
I1 18.73 17.42 14.81
C1 16.79 17.47 14.05
C2 15.75 17.29 14.95
C3 14.47 17.11 14.40
I2 12.89 17.03 15.80
C4 14.11 17.21 13.03
O1 12.91 17.17 12.56
C5 15.27 17.19 12.20
C6 15.06 16.83 10.72
N1 14.43 15.54 10.56
C7 15.29 14.43 10.98
C8 15.26 14.17 12.46
C9 16.36 14.14 13.33
C10 16.20 13.82 14.63
C11 14.93 13.48 15.05
C12 13.88 13.55 14.18
N2 14.02 13.85 12.88
C13 16.53 17.37 12.68
H1 15.98 17.32 16.01
H2 14.39 17.54 10.24
H3 16.07 16.87 10.26
H4 14.16 15.31 9.63
H5 14.90 13.52 10.53
H6 16.35 14.55 10.64
H7 17.37 14.40 12.99
H8 17.02 13.78 15.31
H9 14.80 13.25 16.11
H10 12.88 13.32 14.53
H11 17.40 17.27 12.05
Se1 8.24 16.08 10.59
Se2 8.02 18.26 9.93
Se3 9.95 18.48 8.71
Se4 11.69 18.19 10.27
S1 10.50 14.57 13.59
C14 10.74 13.02 12.79
N3 10.86 11.98 13.55
N4 10.93 10.66 13.09
C15 11.85 10.08 12.12
C16 11.58 8.75 11.74
C17 12.20 8.22 10.69
C18 13.15 8.95 9.95
C19 13.43 10.27 10.34
C20 12.78 10.80 11.42
N5 10.73 12.81 11.35
N6 10.97 13.79 10.67
C21 10.97 13.46 9.29
C22 11.31 14.44 8.34
C23 11.14 14.15 7.00
C24 10.74 12.92 6.55
C25 10.43 11.97 7.48
C26 10.56 12.17 8.84
H12 10.83 10.08 13.92
H13 10.78 8.22 12.30
H14 11.90 7.20 10.41
H15 13.59 8.53 9.11
H16 14.23 10.87 9.88
H17 12.92 11.87 11.74
H18 11.46 15.45 8.69
H19 11.41 14.97 6.31
H20 10.74 12.72 5.46
H21 10.06 11.02 7.15
H22 10.39 11.40 9.55
C27 8.06 20.84 16.21
C28 8.57 19.85 15.22
C29 9.92 19.82 14.88
C30 10.36 18.82 14.06
N7 9.54 17.95 13.40
C31 8.29 17.94 13.77
C32 7.74 18.91 14.64
H23 6.99 21.11 16.12
H24 8.68 21.76 16.14
H25 8.19 20.54 17.25
H26 10.58 20.56 15.37
H27 11.36 18.63 13.81
H28 7.68 17.24 13.25
H29 6.71 18.76 14.93



8.
The following is a DFT calculation (ωB97M-V with the def2-TZVPD basis set) of a molecular structure, C10H26AgN2O5.

Values from the calculation:
LUMO (alpha / beta): 0.11028 / 0.06265 hartree
HOMO-LUMO gap (alpha / beta): 2.10 / 7.15 eV
charge: -1
multiplicity: 3
HOMO level (alpha / beta): 0.90 / -5.45 eV

Element x y z (Å)
Ag1 0.52 -0.69 0.31
C1 -1.91 -2.98 3.01
C2 -0.94 -2.18 2.10
O1 -0.76 -2.53 0.95
O2 -0.41 -1.15 2.55
H1 -2.43 -3.80 2.53
H2 -2.73 -2.29 3.22
H3 -1.60 -3.26 4.02
O3 2.44 -1.53 -0.15
H4 3.17 -1.35 0.48
C3 -2.26 -1.76 -3.17
C4 -1.57 -0.77 -2.22
C5 -2.45 -0.23 -1.05
O4 -1.66 0.39 -0.03
C6 -2.53 1.00 0.92
N1 -0.21 -1.20 -1.76
H5 -3.19 -1.37 -3.59
H6 -2.64 -2.54 -2.51
H7 -1.60 -2.17 -3.94
H8 -1.22 0.13 -2.73
H9 -2.93 -1.07 -0.55
H10 -3.20 0.36 -1.57
H11 -3.07 0.31 1.58
H12 -3.23 1.78 0.60
H13 -1.84 1.54 1.55
H14 -0.17 -2.21 -1.71
H15 0.51 -1.15 -2.47
C7 2.83 2.91 1.99
C8 1.84 2.00 1.20
C9 2.37 1.91 -0.26
O5 1.44 1.30 -1.14
C10 1.82 1.32 -2.52
N2 1.77 0.64 1.80
H16 2.43 3.42 2.87
H17 3.35 3.64 1.37
H18 3.59 2.21 2.34
H19 0.93 2.60 1.15
H20 3.23 1.25 -0.30
H21 2.61 2.88 -0.71
H22 2.74 0.77 -2.67
H23 1.81 2.33 -2.92
H24 0.98 0.80 -2.96
H25 2.68 0.21 1.65
H26 1.47 0.56 2.76



9.
The following is a DFT calculation (ωB97M-V with the def2-TZVPD basis set) of 2 unconnected molecules or ions with the total composition C5H10N2O2S.

Values from the calculation:
LUMO (alpha / beta): 0.01560 / 0.01558 hartree
HOMO-LUMO gap (alpha / beta): 9.08 / 9.08 eV
energy relative to the best compared isomer or geometry (same formula, charge and spin): 3.880 eV
multiplicity: 1
HOMO level (alpha / beta): -8.65 / -8.65 eV

Element x y z (Å)
C1 -1.55 -1.62 0.39
C2 -0.62 -0.73 -0.24
N1 0.03 -1.18 -1.24
C3 0.95 -0.29 -1.80
S1 0.84 1.31 -0.89
C4 -0.45 0.68 0.28
C5 -1.66 1.49 0.41
H1 -2.31 -1.01 0.65
H2 -1.07 -2.00 1.31
H3 -1.77 -2.52 -0.33
H4 1.86 -0.78 -1.52
H5 0.63 -0.26 -2.91
H6 0.06 0.67 1.25
H7 -1.54 2.60 0.59
H8 -2.23 0.97 1.27
H9 -2.52 1.38 -0.41
O1 3.30 -0.34 -0.54
N2 3.00 0.58 0.18
O2 2.69 0.18 1.52
H10 2.37 0.87 2.04



10.
The following is a DFT calculation (ωB97M-V with the def2-TZVPD basis set) of a molecular structure, C48H54BClF4N5O2P2SV.

Values from the calculation:
LUMO (alpha / beta): 0.07093 / 0.06833 hartree
HOMO-LUMO gap (alpha / beta): 7.09 / 7.43 eV
charge: -1
multiplicity: 4
HOMO level (alpha / beta): -5.16 / -5.57 eV

Element x y z (Å)
V1 0.02 -2.05 2.09
O1 2.57 -0.11 4.77
C1 1.73 -0.81 4.12
N1 1.71 -1.89 3.38
C2 2.51 -2.97 3.78
O2 3.52 -2.96 4.43
C3 1.79 -4.27 3.37
C4 2.34 -5.48 3.53
C5 1.58 -6.63 3.21
C6 0.28 -6.44 2.62
C7 -0.11 -5.12 2.47
N2 0.49 -4.05 2.93
C8 0.18 -0.36 4.56
C9 -0.05 0.44 5.66
C10 -1.41 0.66 5.97
C11 -2.34 0.26 5.06
C12 -1.95 -0.46 3.95
N3 -0.72 -0.87 3.74
H1 3.28 -5.60 4.13
H2 1.73 -7.66 3.26
H3 -0.46 -7.22 2.38
H4 -1.13 -4.83 2.16
H5 0.71 0.95 6.14
H6 -1.69 1.23 6.87
H7 -3.39 0.49 5.32
H8 -2.61 -0.67 3.17
C13 -0.74 -1.24 -1.82
C14 -0.88 -0.35 -3.03
P1 -0.18 1.34 -2.58
C15 1.61 1.05 -2.72
C16 2.25 0.40 -3.80
C17 3.63 0.18 -3.79
C18 4.39 0.65 -2.70
C19 3.75 1.23 -1.63
C20 2.39 1.41 -1.63
C21 -0.57 2.23 -4.13
C22 -1.76 1.94 -4.82
C23 -2.17 2.81 -5.86
C24 -1.38 3.82 -6.31
C25 -0.13 4.04 -5.74
C26 0.26 3.21 -4.66
C27 0.71 -1.61 -1.53
P2 1.23 -2.55 -0.08
C28 3.06 -2.44 -0.23
C29 3.75 -1.89 0.80
C30 5.14 -1.86 0.70
C31 5.77 -2.44 -0.38
C32 5.06 -3.02 -1.42
C33 3.68 -2.94 -1.37
C34 0.87 -4.28 -0.53
C35 -0.49 -4.59 -0.74
C36 -0.99 -5.88 -0.90
C37 -0.10 -6.96 -0.90
C38 1.25 -6.71 -0.70
C39 1.76 -5.43 -0.51
H9 -1.27 -2.15 -1.96
H10 -1.23 -0.71 -0.97
H11 -1.95 -0.21 -3.30
H12 -0.40 -0.90 -3.86
H13 1.66 0.02 -4.57
H14 4.01 -0.36 -4.63
H15 5.49 0.49 -2.72
H16 4.27 1.48 -0.69
H17 1.89 1.98 -0.73
H18 -2.28 1.06 -4.55
H19 -3.10 2.59 -6.38
H20 -1.65 4.50 -7.11
H21 0.39 4.83 -6.20
H22 1.29 3.39 -4.34
H23 1.27 -0.67 -1.29
H24 1.17 -2.07 -2.42
H25 3.25 -1.50 1.82
H26 5.74 -1.55 1.51
H27 6.86 -2.51 -0.35
H28 5.61 -3.56 -2.17
H29 3.11 -3.18 -2.21
H30 -1.25 -3.79 -0.64
H31 -2.06 -6.03 -0.98
H32 -0.34 -7.99 -1.06
H33 1.98 -7.48 -0.57
H34 2.81 -5.14 -0.45
Cl1 0.65 0.25 1.30
F1 -1.97 -2.17 0.98
B1 -3.47 -2.40 1.06
F2 -3.74 -3.70 0.53
F3 -3.87 -2.42 2.38
F4 -4.03 -1.35 0.34
C40 -2.82 6.78 -2.80
C41 -2.15 5.42 -3.08
C42 -1.82 4.67 -1.74
C43 -3.01 3.96 -1.09
N4 -3.42 4.61 0.16
C44 -3.76 4.02 1.30
S1 -4.94 4.83 2.26
N5 -3.13 2.93 1.78
C45 -1.82 2.43 1.33
C46 -0.82 3.51 1.72
C47 -0.50 3.54 3.28
C48 -1.48 4.06 4.31
H35 -3.08 7.13 -3.79
H36 -2.02 7.45 -2.37
H37 -3.70 6.73 -2.10
H38 -1.25 5.60 -3.56
H39 -2.78 4.82 -3.79
H40 -1.39 5.36 -0.97
H41 -1.04 3.95 -1.98
H42 -2.88 2.86 -1.03
H43 -3.87 4.15 -1.75
H44 -4.12 5.37 0.09
H45 -3.51 2.56 2.61
H46 -1.79 2.19 0.26
H47 -1.61 1.50 1.79
H48 -1.13 4.45 1.37
H49 0.14 3.19 1.25
H50 0.38 4.28 3.38
H51 -0.21 2.49 3.50
H52 -1.77 5.12 4.18
H53 -0.88 4.00 5.24
H54 -2.41 3.56 4.43



Across the entries above, F_max takes the values 0.12388; 0.01419; 0.02115; 0.08114; 0.03005; 0.01533; 0.06558; 0.06969; 0.08743; 0.13754 hartree/bohr, respectively.